Entry 1:
An isolated ion of composition C6H11N2O3S3 and charge +1 in a non-equilibrium geometry, computed with the ωB97M-V functional and the def2-TZVPD basis.

Output
net charge = +1
maximum force = 4.2 eV Å⁻¹
lowest unoccupied orbital energy = -4.488 eV
ΔE to the lowest compared entry with this formula, charge and spin = 40.7 kcal per mole

Cartesian coordinates (Å):
C  -2.39  -0.56  -0.83
C  1.04  0.94  -0.30
C  0.86  -0.15  0.80
C  -1.44  1.57  0.58
C  -0.61  -0.59  0.96
C  3.64  -0.88  0.25
N  -1.32  -1.15  -0.26
N  -3.07  -1.26  -1.75
O  0.33  3.45  0.29
O  -0.60  2.29  -1.77
O  -1.12  -1.14  2.00
S  -2.85  1.01  -0.34
S  1.96  -1.61  0.13
S  -0.18  2.31  -0.38
H  2.12  1.40  -0.36
H  0.79  0.43  -1.20
H  1.28  0.08  1.84
H  -1.65  2.09  1.50
H  4.22  -1.34  -0.57
H  4.08  -0.98  1.24
H  3.37  0.21  -0.06
H  -0.97  -2.04  -0.66
H  -2.97  -2.23  -1.87
H  -3.89  -0.79  -2.09
H  -0.63  -1.06  2.85

Results of the Löwdin charge analysis, in e, for atoms 1 through 6:
1 C -0.601
2 C -0.263
3 C -0.455
4 C -0.471
5 C -0.347
6 C -0.353

Entry 2:
C6H11N3 as an isolated structure in a non-equilibrium geometry, computed with the ωB97M-V functional and the def2-TZVPD basis.

Output
maximum force = 7.3 eV Å⁻¹
lowest unoccupied orbital energy = -0.041 eV
ΔE to the lowest compared entry with this formula, charge and spin = 320.4 kcal per mole

Cartesian coordinates (Å):
C  -0.54  -0.35  2.60
C  -0.36  -0.09  1.20
C  -1.69  -0.21  0.50
C  -0.18  0.23  -1.39
C  0.93  -0.17  -2.22
C  0.97  0.44  0.99
H  -1.41  -0.96  2.54
H  0.04  0.06  3.65
H  -2.79  0.76  1.10
H  -2.28  -1.31  1.12
H  -2.36  0.44  -1.39
H  -0.11  1.12  -0.67
H  0.22  -0.50  -0.71
H  1.13  -1.22  -2.55
H  1.30  0.48  -3.26
H  3.29  -0.13  -1.42
H  1.18  0.93  2.04
N  -1.50  -0.22  -1.23
N  2.06  0.15  -1.08
N  2.09  0.55  0.18

Results of the Löwdin charge analysis, in e, for atoms 1 through 6:
1 C 0.017
2 C -0.389
3 C -0.121
4 C -0.378
5 C -0.131
6 C -0.196

Entry 3:
C6H11N3 as an isolated structure in a non-equilibrium geometry, computed with the ωB97M-V functional and the def2-TZVPD basis.

Output
maximum force = 10.2 eV Å⁻¹
lowest unoccupied orbital energy = 0.637 eV
ΔE to the lowest compared entry with this formula, charge and spin = 151.0 kcal per mole

Cartesian coordinates (Å):
C  -2.57  -0.06  0.95
C  -1.69  -0.61  -0.29
C  -0.19  -0.53  -0.15
C  1.02  -1.14  0.31
C  2.18  -0.06  0.71
C  0.26  0.85  -0.17
H  -3.68  -0.12  0.92
H  -2.20  -0.23  1.92
H  -2.13  1.07  1.06
H  -2.11  -1.65  -0.47
H  -1.77  0.13  -1.19
H  1.00  -0.93  -1.91
H  0.74  -2.17  0.82
H  2.59  -0.60  1.93
H  3.07  -0.18  -0.14
H  1.34  2.12  0.74
H  -0.06  2.46  -1.16
N  0.53  -1.48  -1.00
N  1.37  1.17  0.33
N  -0.59  1.66  -0.85

Results of the Löwdin charge analysis, in e, for atoms 1 through 6:
1 C -0.098
2 C -0.165
3 C -0.464
4 C -0.282
5 C -0.068
6 C -0.473

Entry 4:
C6H11N3 as an isolated structure in a non-equilibrium geometry, computed with the ωB97M-V functional and the def2-TZVPD basis.

Output
maximum force = 4.0 eV Å⁻¹
lowest unoccupied orbital energy = 0.750 eV
ΔE to the lowest compared entry with this formula, charge and spin = 118.7 kcal per mole

Cartesian coordinates (Å):
C  -0.77  -1.50  1.04
C  -0.98  1.73  -0.95
C  1.30  -2.40  -0.69
N  0.51  0.90  1.05
C  0.25  -0.42  0.76
C  0.32  1.10  -0.53
C  0.51  -1.62  0.27
N  -0.33  1.48  1.98
N  1.38  1.00  -1.22
H  -1.33  1.30  1.85
H  -0.16  2.48  2.04
H  1.31  1.41  -2.15
H  -1.75  -1.49  0.54
H  -0.82  -1.92  2.04
H  -1.81  1.52  -0.27
H  -0.87  2.82  -0.99
H  -1.28  1.38  -1.95
H  1.95  -1.71  -1.24
H  1.92  -3.14  -0.19
H  0.65  -2.93  -1.40

Results of the Löwdin charge analysis, in e, for atoms 1 through 6:
1 C -0.062
2 C -0.029
3 C -0.054
4 N -0.070
5 C -0.262
6 C -0.376

Entry 5:
One molecule with the formula C6H11N3, computed with the ωB97M-V functional and the def2-TZVPD basis.

Output
maximum force = 0.9 eV Å⁻¹
lowest unoccupied orbital energy (alpha / beta) = 0.099 / -0.448 eV
ΔE to the lowest compared entry with this formula, charge and spin = 118.7 kcal per mole

Cartesian coordinates (Å):
C  0.83  2.40  1.02
C  0.27  1.09  0.55
C  -0.01  -2.51  -1.00
C  -1.01  -3.07  -0.28
N  0.60  0.00  1.22
H  1.13  0.14  2.07
H  0.12  -2.80  -2.04
H  0.04  3.15  1.11
H  1.33  2.31  1.98
H  1.57  2.79  0.30
H  -1.26  -2.76  0.73
H  -1.64  -3.83  -0.72
C  -0.57  1.01  -0.61
C  -0.90  2.05  -1.39
N  0.92  -1.59  -0.62
N  1.00  -1.34  0.68
H  0.59  -2.04  1.31
H  -0.95  0.03  -0.86
H  -1.56  1.92  -2.24
H  -0.52  3.05  -1.22

Results of the Löwdin charge analysis, in e, for atoms 1 through 6:
1 C -0.043
2 C -0.319
3 C -0.295
4 C -0.035
5 N 0.074
6 H 0.136

Entry 6:
An isolated ion of composition C6H11N4 and charge +1 in a non-equilibrium geometry, computed with the ωB97M-V functional and the def2-TZVPD basis.

Output
net charge = +1
maximum force = 5.3 eV Å⁻¹
lowest unoccupied orbital energy = -5.374 eV
ΔE to the lowest compared entry with this formula, charge and spin = 145.2 kcal per mole

Cartesian coordinates (Å):
C  1.80  2.07  0.63
C  2.03  1.05  -0.12
N  1.39  -0.20  -0.13
C  1.95  -1.30  -0.94
C  0.59  -0.30  0.99
N  -0.37  0.69  1.23
N  -1.33  0.63  0.50
C  -2.08  0.41  -0.47
N  -2.95  -0.58  -0.67
C  -3.99  -0.98  -0.20
H  2.41  2.97  0.42
H  1.22  2.05  1.57
H  2.79  1.12  -0.82
H  1.85  -2.31  -0.53
H  3.03  -1.17  -1.19
H  1.53  -1.37  -1.93
H  -0.12  -1.19  1.00
H  1.09  -0.36  1.97
H  -2.00  1.03  -1.40
H  -4.34  -0.42  0.63
H  -4.53  -1.83  -0.53

Results of the Löwdin charge analysis, in e, for atoms 1 through 6:
1 C 0.017
2 C -0.193
3 N -0.139
4 C -0.024
5 C -0.239
6 N 0.138

Entry 7:
An isolated ion of composition C6H11N4 and charge +1 in a non-equilibrium geometry, computed with the ωB97M-V functional and the def2-TZVPD basis.

Output
net charge = +1
maximum force = 4.1 eV Å⁻¹
lowest unoccupied orbital energy = -3.120 eV
ΔE to the lowest compared entry with this formula, charge and spin = 98.8 kcal per mole

Cartesian coordinates (Å):
C  1.17  -1.28  -1.80
C  0.20  -0.24  -1.47
C  0.42  0.67  -0.45
N  -0.43  1.64  0.08
C  0.00  3.03  0.33
N  -0.99  1.10  1.39
C  -0.98  -0.11  1.78
N  -0.49  -1.25  1.26
C  -0.56  -2.43  1.23
N  -0.41  -3.60  1.28
H  2.20  -0.97  -1.91
H  0.90  -1.78  -2.69
H  1.02  -2.02  -1.13
H  -0.75  -0.41  -1.99
H  1.30  0.54  0.12
H  -1.23  1.68  -0.57
H  -0.63  3.41  1.18
H  1.09  2.96  0.55
H  -0.11  3.66  -0.62
H  -1.51  -0.26  2.74
H  -0.20  -4.35  0.69

Results of the Löwdin charge analysis, in e, for atoms 1 through 6:
1 C -0.068
2 C -0.077
3 C -0.120
4 N -0.148
5 C 0.018
6 N 0.128

Entry 8:
An isolated ion of composition C6H11N4O2 and charge +1 in a non-equilibrium geometry, computed with the ωB97M-V functional and the def2-TZVPD basis.

Output
net charge = +1
maximum force = 4.3 eV Å⁻¹
lowest unoccupied orbital energy = -6.010 eV
ΔE to the lowest compared entry with this formula, charge and spin = 101.4 kcal per mole

Cartesian coordinates (Å):
C  -1.08  -1.08  0.57
C  0.23  -1.46  1.16
C  1.03  1.34  -0.40
C  -1.64  0.20  0.85
C  -0.30  1.27  -1.18
C  -1.57  1.16  -0.36
N  1.31  2.34  0.28
N  1.22  -1.85  0.30
N  1.73  0.20  -0.27
N  1.32  -1.02  -0.90
O  -1.70  -1.86  -0.26
O  0.26  -1.50  2.35
H  -2.71  0.01  1.12
H  -1.24  0.61  1.88
H  -0.29  2.12  -1.84
H  -0.10  0.38  -1.77
H  -2.34  0.87  -1.12
H  -2.02  2.11  0.00
H  2.30  2.27  0.71
H  2.14  -1.98  0.70
H  2.71  0.20  0.09
H  2.01  -1.44  -1.54
H  -1.26  -2.87  -0.37

Results of the Löwdin charge analysis, in e, for atoms 1 through 6:
1 C -0.137
2 C -0.442
3 C -0.499
4 C -0.087
5 C -0.108
6 C -0.135

Entry 9:
One molecule with the formula C6H11N5 in a non-equilibrium geometry, computed with the ωB97M-V functional and the def2-TZVPD basis.

Output
maximum force = 2.6 eV Å⁻¹
lowest unoccupied orbital energy = 0.501 eV
ΔE to the lowest compared entry with this formula, charge and spin = 0.0 kcal per mole

Cartesian coordinates (Å):
H  -0.69  2.89  -0.44
N  -0.24  2.05  -0.17
C  0.98  2.21  0.16
N  1.66  3.45  0.15
N  1.71  1.17  0.70
C  1.07  0.11  1.48
C  0.89  -1.20  0.61
C  -0.37  -1.59  -0.15
N  -0.91  -2.79  -0.14
C  -2.06  -2.69  -0.85
C  -2.29  -1.39  -1.22
N  -1.22  -0.66  -0.76
H  2.70  3.41  0.12
H  1.25  4.07  -0.57
H  2.69  1.31  0.87
H  1.68  -0.16  2.30
H  0.14  0.53  1.93
H  1.03  -2.06  1.25
H  1.68  -1.23  -0.18
H  -2.73  -3.61  -1.03
H  -2.97  -0.79  -1.82
H  -0.98  0.35  -0.94

Results of the Löwdin charge analysis, in e, for atoms 1 through 6:
1 H 0.037
2 N 0.106
3 C -0.546
4 N 0.100
5 N 0.014
6 C -0.162

Entry 10:
A 2-piece molecular cluster, C6H11N5 overall in a non-equilibrium geometry, computed with the ωB97M-V functional and the def2-TZVPD basis.

Output
net charge = +2
maximum force = 5.0 eV Å⁻¹
lowest unoccupied orbital energy = -7.005 eV
ΔE to the lowest compared entry with this formula, charge and spin = 119.1 kcal per mole

Cartesian coordinates (Å):
C  6.14  -3.71  -8.33
C  6.25  -2.48  -9.19
C  8.41  -2.38  -5.87
C  7.51  -2.85  -6.61
C  -8.11  2.18  10.83
C  7.36  -0.25  -9.20
N  6.79  -3.66  -7.27
N  9.08  -1.88  -5.02
N  -10.42  1.61  11.16
N  -9.36  2.23  10.60
N  7.11  -1.62  -8.90
H  5.47  -4.42  -8.72
H  5.41  -2.60  -10.05
H  -7.77  1.27  11.23
H  -7.59  3.00  10.34
H  6.42  0.37  -9.11
H  8.15  0.15  -8.59
H  7.59  -0.23  -10.33
H  10.07  -1.87  -4.80
H  -11.18  1.84  10.53
H  -10.33  0.64  11.40
H  -9.72  3.04  10.06

Results of the Löwdin charge analysis, in e, for atoms 1 through 6:
1 C -0.010
2 C -0.107
3 C -0.066
4 C 0.053
5 C 0.184
6 C -0.069